(1)
This record from the OMol25 dataset describes a molecular structure, C35H37ClO4P2Pd in a non-equilibrium geometry. The level of theory is ωB97M-V/def2-TZVPD.

Cartesian coordinates (Å):
Pd: -0.196 1.289 -2.545
Cl: 4.073 -3.691 0.407
P: -2.096 -1.482 0.744
P: 1.251 1.028 0.813
O: 4.684 -4.998 0.737
O: 4.668 -2.456 1.007
O: 1.198 -3.744 -0.392
O: 1.799 -3.989 1.761
C: -1.713 2.402 -3.310
C: -2.019 -2.330 -3.201
C: 0.880 -4.047 0.740
C: -2.501 -1.448 -1.013
C: -3.252 -2.249 1.876
C: -2.855 -2.313 3.230
C: -4.758 -3.734 3.716
C: 0.794 2.873 -0.894
C: -1.575 0.150 1.212
C: -1.816 2.329 -1.887
C: 2.279 1.093 2.263
C: -3.274 -1.908 -3.667
C: -5.166 -3.637 2.381
C: 0.306 3.968 -3.219
C: 3.765 1.012 4.609
C: 3.882 1.223 -0.218
C: -1.624 -2.113 -1.883
C: 2.653 0.544 -0.354
C: -4.080 -1.126 -2.839
C: 2.540 -0.381 -1.416
C: 4.646 0.417 -2.358
C: 3.536 -0.438 -2.394
C: 2.985 -0.079 2.596
C: 4.842 1.207 -1.230
C: 0.934 2.884 -2.339
C: -0.953 3.512 -4.025
C: -3.603 -3.064 4.132
C: -1.643 3.531 -0.965
C: 3.731 -0.111 3.765
C: -3.670 -0.850 -1.530
C: 3.075 2.180 4.257
C: -0.287 3.622 -0.214
C: -4.409 -2.921 1.450
C: 2.335 2.237 3.073
C: -0.378 0.766 1.547
H: -2.394 1.783 -3.930
H: -2.465 1.539 -1.474
H: -0.613 3.085 -4.988
H: -1.960 -1.767 3.535
H: -0.129 -4.364 1.119
H: -5.038 -0.762 -3.207
H: -0.501 1.355 2.475
H: -1.800 4.477 -1.497
H: -1.559 4.398 -4.280
H: 4.354 0.977 5.529
H: 3.472 -1.167 -3.197
H: -0.412 3.280 0.827
H: -5.352 -4.305 4.431
H: 1.672 -1.047 -1.459
H: 4.116 1.763 0.700
H: -4.713 -2.856 0.397
H: -0.668 -2.486 -1.496
H: 5.358 0.452 -3.188
H: 1.767 2.971 -0.361
H: 1.938 2.571 -2.659
H: -2.482 0.724 1.509
H: 3.122 3.055 4.909
H: -4.263 -0.201 -0.893
H: 0.111 4.898 -2.666
H: 2.941 -0.940 1.926
H: -1.015 -2.374 0.880
H: 1.057 4.193 -3.989
H: -6.095 -4.102 2.062
H: -3.639 -2.215 -4.662
H: 4.302 -1.010 4.002
H: 1.810 3.139 2.756
H: 0.024 4.681 -0.137
H: 1.390 -4.237 2.618
H: -3.300 -3.110 5.171
H: 5.723 1.837 -1.148
H: -2.401 3.465 -0.168
H: -1.349 -2.856 -3.873

Forces on atoms 1 to 2 (eV/Å):
1.097 -2.789 1.212
1.225 0.829 -0.008

Properties
E_LUMO (alpha / beta)   -0.05 / -1.46 eV
Largest force on an atom   0.0796 hartree/bohr
2S+1   3
HOMO energy (alpha / beta)   -4.1179 / -5.3622 eV
Gap between HOMO and LUMO (alpha / beta)   4.07 / 3.90 eV
Charge   0
ΔE to the lowest compared entry with this formula, charge and spin   91.3 kcal/mol

Computed Mulliken charges, given in elementary charges: -0.105 0.868 1.090 0.420 -0.491 -0.419 -0.507 -0.451 -0.476 -0.581 0.257 0.478 0.211 -0.603 -0.500 -0.454 -0.677 0.329 -0.222 -0.614 -0.544 -1.170 -0.542 -0.790 -0.172 1.364 -0.583 -0.392 -0.719 -0.747 -0.064 -0.658 -0.667 -0.681 -0.505 -1.345 -0.551 -0.229 -0.624 -0.493 -0.200 -0.400 -0.235 0.401 0.097 0.392 0.425 0.407 0.424 0.403 0.271 0.314 0.359 0.441 0.255 0.370 0.491 0.388 0.341 0.145 0.373 0.980 0.912 0.273 0.381 0.481 0.303 0.198 -0.779 0.330 0.384 0.379 0.435 0.351 0.423 0.310 0.398 0.404 0.494 0.442

(2)
This record from the OMol25 dataset describes a molecular structure, C35H37ClP2Zn in a non-equilibrium geometry. The level of theory is ωB97M-V/def2-TZVPD.

Cartesian coordinates (Å):
Zn: 1.106 1.333 1.201
Cl: 2.791 0.028 1.381
P: -8.753 3.375 -3.230
P: -6.984 3.086 -6.002
C: -7.475 3.430 -10.598
C: 0.736 -3.056 0.160
C: -7.738 2.632 0.663
C: -8.103 1.288 0.850
C: -5.448 2.053 -5.886
C: -8.629 0.547 -0.209
C: -1.413 -2.300 -1.825
C: -3.900 0.879 -4.419
C: -13.314 4.322 -3.070
C: -0.639 -3.155 0.876
C: -12.718 3.747 -1.944
C: -0.097 -1.597 -1.706
C: -5.003 1.719 -4.590
C: -11.160 4.424 -4.165
C: -7.827 2.165 -8.570
C: -7.911 3.228 -0.584
C: -2.197 -1.214 0.386
C: -8.469 2.488 -1.651
C: -3.659 0.711 -6.829
C: -2.556 -1.631 -1.015
C: -10.553 3.816 -3.048
C: 0.872 -1.958 -0.861
C: -12.532 4.678 -4.179
C: -6.773 4.349 -8.472
C: -1.335 -1.857 1.183
C: -6.879 4.465 -9.857
C: -8.932 1.982 -4.360
C: -4.721 1.604 -6.996
C: -0.619 2.185 1.127
C: -8.774 1.136 -1.467
C: -11.333 3.540 -1.917
C: -3.247 0.350 -5.543
C: -8.265 1.899 -5.540
C: -7.221 3.177 -7.819
C: -7.955 2.288 -9.955
H: -8.493 1.092 -6.243
H: -1.055 -1.431 2.156
H: -3.538 0.639 -3.416
H: -3.154 0.309 -7.710
H: -4.993 1.945 -7.995
H: -6.334 5.156 -7.880
H: -9.140 0.530 -2.290
H: -0.442 -3.654 1.836
H: -2.705 -0.310 0.748
H: -1.320 1.786 1.872
H: -7.565 3.525 -11.678
H: -1.713 -2.258 -2.882
H: -5.521 2.131 -3.721
H: 1.524 -2.876 0.909
H: -8.198 1.260 -8.102
H: -10.867 3.140 -1.016
H: -13.322 3.459 -1.079
H: -10.548 4.688 -5.029
H: -8.427 1.481 -10.522
H: -2.871 -0.719 -1.543
H: -3.429 -2.310 -1.024
H: -7.965 0.824 1.824
H: 1.832 -1.428 -0.832
H: -1.277 -3.839 0.307
H: 0.014 -0.708 -2.337
H: -8.928 -0.496 -0.068
H: -14.389 4.498 -3.084
H: -2.410 -0.334 -5.414
H: -12.997 5.155 -5.045
H: 0.910 -4.045 -0.304
H: -7.319 3.213 1.488
H: -7.626 4.270 -0.748
H: -9.682 1.230 -4.083
H: -1.340 -3.356 -1.542
H: -1.086 2.151 0.139
H: -6.501 5.361 -10.358
H: -0.397 3.238 1.382

Forces on atoms 1 to 2 (eV/Å):
-0.169 -0.851 -0.071
-0.032 0.342 0.054

Properties
E_LUMO   0.14 eV
Largest force on an atom   0.0278 hartree/bohr
2S+1   1
HOMO energy   -7.8347 eV
Gap between HOMO and LUMO   7.98 eV
Charge   0

Computed Mulliken charges, given in elementary charges: 0.353 -0.327 0.027 -0.016 -0.410 -0.709 -0.549 -0.500 0.406 -0.692 -0.762 -0.260 -0.385 -0.878 -0.577 -0.369 -0.671 -0.365 0.091 -0.459 -0.390 0.438 -0.640 -0.063 0.295 -0.459 -0.601 -0.306 -0.421 -0.542 -0.453 -0.371 -0.654 0.078 -0.230 -0.348 -0.535 0.305 -0.717 0.371 0.404 0.333 0.358 0.296 0.363 0.239 0.410 0.486 0.191 0.366 0.457 0.374 0.329 0.129 0.286 0.366 0.372 0.378 -0.244 0.330 0.393 0.547 0.407 0.349 0.400 0.347 0.373 0.362 0.231 0.398 0.363 0.711 0.378 0.154 0.380 0.279

(3)
This record from the OMol25 dataset describes a molecular structure, C35H37FP2Ru in a non-equilibrium geometry. The level of theory is ωB97M-V/def2-TZVPD.

Cartesian coordinates (Å):
Ru: 0.086 -0.157 4.687
P: 1.737 0.441 -2.677
P: -0.126 -2.009 -2.193
F: 0.509 -2.025 5.009
C: -2.035 1.631 3.371
C: 2.916 0.624 -6.626
C: 2.342 0.229 -5.414
C: -1.167 -2.173 -0.677
C: 1.931 1.887 -1.559
C: -2.799 -3.268 0.735
C: -0.846 -0.459 -2.790
C: 2.019 0.587 4.619
C: -0.849 -1.302 0.382
C: -0.722 -3.206 -3.462
C: 0.960 2.882 -1.413
C: 3.714 2.664 -5.598
C: -2.068 -0.569 4.709
C: -2.850 0.420 3.865
C: 0.044 -4.378 -3.656
C: -1.520 -5.108 -5.360
C: -0.571 1.548 3.782
C: 3.132 2.286 -4.384
C: -1.463 -1.467 1.619
C: -2.432 -2.455 1.811
C: -2.223 -3.905 -5.235
C: -1.672 -0.336 6.047
C: 3.140 1.979 -0.840
C: 3.397 3.087 -0.040
C: -2.174 -3.128 -0.509
C: 3.610 1.839 -6.719
C: -1.793 0.920 6.861
C: 1.222 3.994 -0.603
C: -1.793 -2.928 -4.324
C: 2.456 1.062 -4.279
C: 2.435 4.099 0.082
C: -0.175 1.906 5.120
C: -1.124 2.169 6.267
C: -0.357 -5.320 -4.602
C: -0.007 0.557 -3.140
H: -2.842 1.135 7.128
H: 2.825 -0.022 -7.501
H: 0.232 -6.227 -4.747
H: -1.303 0.692 7.828
H: 4.079 2.128 -7.662
H: -1.941 -0.379 -2.822
H: -1.595 -1.242 6.652
H: -2.461 -3.755 -1.352
H: -2.474 2.574 3.748
H: 2.279 1.648 4.451
H: -0.533 2.618 7.084
H: 0.008 2.804 -1.934
H: 3.866 1.170 -0.931
H: -3.723 0.791 4.428
H: -1.873 -5.885 -6.044
H: -3.112 -3.726 -5.849
H: 0.473 4.781 -0.504
H: -0.333 1.446 -3.700
H: 0.176 1.684 2.989
H: -3.585 -4.009 0.869
H: -2.889 -2.587 2.794
H: 1.811 -0.725 -5.336
H: 2.389 -0.028 3.789
H: 2.637 4.958 0.721
H: -2.298 -1.961 -4.297
H: -0.111 -0.509 0.246
H: 0.735 2.514 5.198
H: 3.213 2.947 -3.519
H: 2.463 0.250 5.568
H: 0.943 -4.529 -3.055
H: -1.159 -0.820 2.448
H: -2.225 -1.610 4.393
H: -2.062 1.684 2.268
H: -3.220 -0.118 2.978
H: -1.874 2.927 5.986
H: 4.251 3.609 -5.668
H: 4.346 3.154 0.492

Forces on atoms 1 to 2 (eV/Å):
2.596 -2.713 -0.225
-0.324 1.421 -1.535

Properties
E_LUMO (alpha / beta)   -5.81 / -8.57 eV
Largest force on an atom   0.0732 hartree/bohr
2S+1   5
HOMO energy (alpha / beta)   -13.3666 / -13.4228 eV
Gap between HOMO and LUMO (alpha / beta)   7.56 / 4.85 eV
Charge   +2
ΔE to the lowest compared entry with this formula, charge and spin   0.0 kcal/mol

Computed Mulliken charges, given in elementary charges: 0.512 0.267 0.337 -0.657 -1.140 -0.647 -0.298 0.509 0.434 -1.078 -0.576 -1.047 -0.302 0.504 -0.079 -0.611 0.311 -0.502 -0.502 -0.483 -0.142 -0.334 0.536 -0.614 -0.638 -0.487 -0.301 -0.760 -0.533 -0.472 -0.995 -0.775 -0.001 0.475 -0.495 0.167 -1.125 -0.577 -0.803 0.313 0.390 0.396 0.482 0.389 0.757 0.512 0.413 0.486 0.413 0.395 0.392 0.435 0.473 0.395 0.403 0.441 0.781 0.708 0.399 0.169 0.374 0.331 0.445 0.332 0.341 0.421 0.299 0.366 0.390 0.037 0.195 0.347 0.290 0.347 0.394 0.468